Record 1
Computed, not measured: one molecule with the formula C9H11BrN2 at a distorted geometry, with ωB97M-V/def2-TZVPD.

Results
M ... 227.105 g mol⁻¹
Energy relative to the best compared isomer or geometry (same formula, charge and spin) ... 0.638 eV
Gap between HOMO and LUMO (spin up / spin down) ... 5.3 / 5.3 eV

```
! wB97M-V def2-TZVPD RIJCOSX def2/J DEFGRID3
* xyz 0 1
C -1.7996 -0.1121 -0.1359
C 1.4208 -0.7681 0.3821
C -2.1760 0.3255 1.0956
C -0.0688 1.6978 -0.3371
C 1.4056 1.4362 -0.6525
C 0.1845 -0.3428 -1.6869
C -0.8731 0.6013 -1.0714
C 1.4736 -0.0845 -0.8665
C 0.2279 -1.8367 2.2502
N -2.4403 0.6608 2.1778
N 1.2453 -1.3193 1.4157
Br -2.8463 -1.5438 -0.9028
H -0.2426 1.6185 0.7375
H -0.3754 2.6948 -0.6474
H 1.6877 1.9169 -1.5900
H 2.0728 1.7891 0.1314
H -0.1315 -1.3844 -1.6577
H 0.3923 -0.0785 -2.7262
H -1.4516 1.0361 -1.8988
H 2.3621 -0.3941 -1.4259
H 0.2916 -2.9242 2.2457
H 0.3981 -1.4781 3.2652
H -0.7572 -1.5103 1.8978
*
```

---

Record 2
Computed, not measured: C32H26BF13IMnN10O4S2 as an isolated structure at a distorted geometry, with ωB97M-V/def2-TZVPD.

Results
M ... 1118.388 g mol⁻¹
⟨S²⟩ ... 8.75
Energy relative to the best compared isomer or geometry (same formula, charge and spin) ... 0.896 eV
Gap between HOMO and LUMO (spin up / spin down) ... 7.6 / 7.6 eV

```
! wB97M-V def2-TZVPD RIJCOSX def2/J DEFGRID3
* xyz -1 6
Mn -0.0909 -0.8792 -1.3376
N 0.0239 6.1140 2.0737
C -0.6517 5.0371 1.5254
C -0.0604 3.7709 1.5183
C -0.7595 2.6831 1.0369
C -2.0488 2.8402 0.5670
C -2.6380 4.0873 0.5401
C -1.9438 5.1853 1.0151
S -2.9206 1.3638 0.0506
O -4.1911 1.7467 -0.5196
O -2.9953 0.5263 1.2242
N -1.9421 0.6177 -1.0118
C -2.1507 0.7677 -2.3104
N -2.7151 1.8671 -2.8331
C -2.9847 1.8474 -4.1204
C -2.7208 0.7571 -4.9373
C -2.0363 -0.2917 -4.3375
N -1.7197 -0.2894 -3.0612
H 1.0267 6.0112 2.1219
H -0.2741 7.0172 1.7423
H 0.9472 3.6588 1.8951
H -0.3306 1.6951 0.9892
H -3.6348 4.1594 0.1360
H -2.3936 6.1677 0.9898
H -3.4331 2.7521 -4.5133
H -2.9848 0.7313 -5.9812
H -1.7579 -1.1699 -4.9029
N -2.5394 -4.9478 1.2159
N -2.3024 -4.1248 0.1595
N -2.7424 -4.3694 -1.0494
C -2.3195 -3.3110 -1.7192
N -1.6526 -2.4665 -0.9217
N -1.6434 -2.9997 0.2645
H -2.2454 -5.9001 1.0233
H -2.0943 -4.5508 2.0378
H -2.4829 -3.1540 -2.7645
F 0.3638 -3.7235 -2.6734
C 1.5734 -3.6307 -3.2481
F 2.4654 -4.0446 -2.3667
F 1.5894 -4.5539 -4.2336
C 1.7957 -2.1704 -3.7842
O 1.2693 -1.2355 -3.0379
C 1.1692 -2.1630 -5.2294
F -0.0120 -2.7973 -5.2695
F 1.9324 -2.7502 -6.1669
F 0.9471 -0.9195 -5.6542
C 3.3349 -1.9383 -3.9600
F 3.9239 -1.6376 -2.8118
F 3.5635 -0.8968 -4.7802
F 4.0038 -2.9764 -4.4893
F 2.3246 -3.1301 1.5475
B 2.7481 -2.4773 0.4023
F 3.2140 -1.2178 0.7032
F 3.7034 -3.1976 -0.2345
F 1.5630 -2.3160 -0.4282
O 0.0843 -0.4115 0.9381
S 0.2426 -1.4258 2.0061
C 1.4545 -0.6752 3.1361
C 2.0687 0.5116 2.7874
C 3.0135 1.0623 3.6350
C 3.3379 0.4227 4.8196
C 2.7357 -0.7807 5.1531
C 1.7905 -1.3329 4.3059
C -1.1055 -1.1566 3.2091
C -1.6572 -2.2740 3.8125
C -2.6594 -2.1310 4.7545
C -3.1309 -0.8672 5.0645
C -2.5840 0.2488 4.4538
C -1.5641 0.1072 3.5293
H 1.8214 0.9664 1.8399
H 3.4973 1.9930 3.3741
H 4.0674 0.8655 5.4797
H 3.0061 -1.2846 6.0704
H 1.3219 -2.2792 4.5284
H -1.2807 -3.2533 3.5608
H -3.0757 -3.0014 5.2404
H -3.9307 -0.7602 5.7821
H -2.9583 1.2343 4.6916
H -1.1355 0.9728 3.0544
I 0.7519 5.5296 -1.7733
C 1.5003 3.5779 -1.5364
C 2.8438 3.3806 -1.2758
C 3.2831 2.0736 -1.1507
C 2.3659 1.0393 -1.2742
N 1.0744 1.2548 -1.5014
C 0.6423 2.5001 -1.6440
H 3.5240 4.2138 -1.1760
H 4.3207 1.8580 -0.9581
H 2.6760 0.0073 -1.1863
H -0.4125 2.6405 -1.8411
*
```